Molecular formula: C4H4S
Method: DFT, wB97M-V/def2-TZVPD

Each atom is followed by the atoms it is bonded to, with distances in Å.
CARTESIAN COORDINATES (ANGSTROEM)
1 C -0.536 -1.389 -0.113  C2 1.333, C3 1.427, H6 1.018
2 C 0.102 -0.226 0.006  C1 1.333, C3 1.480, C4 1.428
3 C -1.376 -0.251 0.070  C1 1.427, C2 1.480, S5 1.690
4 C 1.166 0.726 -0.025  C2 1.428, H7 1.128, H8 1.110, H9 1.180
5 S -2.929 0.413 0.009  C3 1.690
6 H -0.506 -2.390 0.074  C1 1.018
7 H 1.784 0.791 -0.967  C4 1.128
8 H 1.845 0.671 0.853  C4 1.110
9 H 0.450 1.656 0.093  C4 1.180

Output
E = -15044.675 eV
SMILES string = Cc1cc1=S
net charge = 0
highest occupied orbital energy = -7.9 eV
energy above the lowest of the compared OMol25 structures with the same formula, charge and spin = 69.27 kcal per mole
F_max = 3.378 eV/Å

Löwdin population analysis, charges in e, atoms 1 to 5: C 0.064; C -0.224; C -0.713; C -0.046; S 0.506